(1)
# CsH4O2

A structure of composition CsH4O2 (wB97M-V/def2-TZVPD, the OMol25 dataset).

XYZ file:
```
7
Properties=species:S:1:pos:R:3:lowdin_charge:R:1
Cs 0.183 -2.349 -0.646 1.172
O 0.933 -0.188 1.341 -0.163
H 1.773 0.265 1.188 0.058
H 0.300 0.181 0.699 -0.038
O -1.032 0.311 -0.791 -0.188
H -0.496 0.847 -1.395 0.073
H -1.661 0.934 -0.395 0.086
```

## Properties
ΔE to the lowest compared entry with this formula, charge and spin: 23.6 kJ/mol
Kohn-Sham gap: 0.4386 hartree
Largest force on an atom: 0.56 eV/Å
Net charge: +1

(2)
# CuH10O9S

A structure of composition CuH10O9S at a distorted geometry (wB97M-V/def2-TZVPD, the OMol25 dataset).

XYZ file:
```
21
Properties=species:S:1:pos:R:3:lowdin_charge:R:1
Cu -0.616 -0.032 -0.071 0.334
S 2.235 -1.623 0.536 0.241
O 1.045 -1.168 1.279 -0.404
O 3.128 -2.332 1.451 -0.400
O 1.810 -2.507 -0.564 -0.385
O 2.924 -0.441 -0.016 -0.402
O -0.584 2.042 1.291 -0.038
H -0.031 2.817 1.155 0.050
H -0.935 2.144 2.182 0.048
O -2.166 1.128 -1.483 -0.030
H -3.075 1.420 -1.356 0.052
H -1.651 1.941 -1.527 0.048
O -2.380 -0.480 1.353 -0.031
H -2.064 -1.221 1.888 0.075
H -2.719 0.157 1.988 0.048
O -0.294 -1.833 -1.699 -0.103
H 0.510 -2.187 -1.226 -0.049
H -0.069 -1.880 -2.631 0.030
O 1.319 1.153 -0.953 -0.094
H 2.165 0.796 -0.579 -0.013
H 1.447 2.104 -1.019 0.021
```

## Properties
ΔE to the lowest compared entry with this formula, charge and spin: 13.8 kJ/mol
Kohn-Sham gap: 0.2077 hartree
Largest force on an atom: 2.23 eV/Å
Net charge: -1

(3)
# F18OP3V

A structure of composition F18OP3V at a distorted geometry (wB97M-V/def2-TZVPD, the OMol25 dataset).

XYZ file:
```
23
Properties=species:S:1:pos:R:3:mulliken_spin:R:1
O 0.778 -1.223 1.498 -0.322
V 0.858 -0.490 0.104 1.298
P 2.911 1.378 0.061 0.000
F 3.294 2.441 1.215 0.000
F 2.950 2.407 -1.119 0.001
F 4.421 1.001 -0.183 0.000
F 2.513 0.248 -0.960 0.004
F 2.867 0.278 1.242 0.007
F 1.286 1.630 0.255 -0.002
P -1.951 1.137 1.398 -0.054
F -2.026 -0.527 1.371 0.018
F -0.595 1.354 2.285 0.018
F -1.217 1.164 -0.090 0.009
F -2.268 2.698 1.309 0.235
F -3.404 1.195 0.754 0.530
F -2.929 1.225 2.668 0.247
P -1.051 -2.248 -1.693 0.002
F -1.953 -3.673 -1.780 0.000
F -0.638 -2.684 -0.169 0.003
F 0.293 -3.014 -2.144 0.000
F -0.235 -0.859 -1.658 0.007
F -1.530 -1.985 -3.208 0.000
F -2.377 -1.452 -1.155 0.000
```

## Properties
2S+1: 3
Kohn-Sham gap (spin up / spin down): 0.3004 / 0.1542 hartree
Largest force on an atom: 8.57 eV/Å
Net charge: 0
Expectation value of S²: 2.0545

(4)
# F18P3Ti

A structure of composition F18P3Ti at a distorted geometry (wB97M-V/def2-TZVPD, the OMol25 dataset).

XYZ file:
```
22
Properties=species:S:1:pos:R:3:mulliken_spin:R:1
Ti 0.064 0.170 -0.171 3.068
P -0.144 0.318 -3.146 -0.047
F 0.571 -0.509 -4.327 0.134
F -0.141 1.705 -4.086 0.002
F -1.461 -0.203 -3.911 0.078
F -0.900 1.107 -1.977 -0.001
F -0.161 -1.102 -2.223 -0.002
F 1.338 0.619 -2.487 0.047
P -2.468 0.407 1.696 -0.004
F -3.305 -0.638 2.721 0.001
F -3.486 1.596 2.185 0.001
F -1.418 0.707 2.889 0.008
F -1.588 1.443 0.720 0.000
F -1.495 -0.759 1.277 0.001
F -3.467 0.106 0.419 0.003
P 2.564 -0.700 1.536 -0.054
F 3.873 0.178 1.851 0.094
F 3.565 -1.587 0.551 0.343
F 2.898 -1.748 2.758 0.073
F 1.288 -1.646 1.176 0.041
F 1.605 0.342 2.354 0.083
F 2.267 0.193 0.195 0.131
```

## Properties
2S+1: 5
Kohn-Sham gap (spin up / spin down): 0.1863 / 0.0900 hartree
Largest force on an atom: 3.93 eV/Å
Net charge: -1
Expectation value of S²: 6.0045

(5)
# F2H12NNaO10S2

A structure of composition F2H12NNaO10S2 at a distorted geometry (wB97M-V/def2-TZVPD, the OMol25 dataset).

XYZ file:
```
28
Properties=species:S:1:pos:R:3:lowdin_charge:R:1
Na -13.456 -16.382 -3.935 0.759
N -13.936 -16.738 -5.453 -0.386
S -13.496 -17.134 -6.835 0.623
O -12.964 -16.055 -7.742 -0.212
O -14.206 -18.153 -7.500 -0.221
F -12.221 -18.027 -6.348 -0.131
S -15.238 -15.831 -6.067 0.899
O -16.203 -16.572 -6.910 -0.227
O -15.040 -14.393 -6.247 -0.103
F -16.094 -15.851 -4.667 -0.141
O -15.198 -12.751 -5.370 -0.023
H -15.035 -13.415 -6.039 -0.291
H -15.355 -13.252 -4.569 0.023
O -16.572 -18.043 -4.636 -0.072
H -16.807 -18.056 -3.708 0.083
H -15.615 -18.070 -4.641 -0.162
O -16.509 -19.232 -6.609 -0.052
H -16.850 -18.419 -6.981 0.031
H -16.074 -18.961 -5.800 -0.026
O -17.414 -16.179 -8.755 -0.047
H -16.590 -16.052 -9.225 0.034
H -17.158 -16.230 -7.834 -0.084
O -14.484 -18.516 -4.719 0.030
H -13.774 -18.461 -4.079 0.102
H -14.410 -17.708 -5.228 -0.259
O -14.770 -19.999 -8.014 -0.089
H -14.655 -19.348 -7.321 -0.100
H -14.977 -19.485 -8.794 0.041
```

## Properties
ΔE to the lowest compared entry with this formula, charge and spin: 1650.5 kJ/mol
Kohn-Sham gap: 0.2082 hartree
Largest force on an atom: 17.52 eV/Å
Net charge: 0

(6)
# F2H3N2PS

A cluster of 2 separate species, F2H3N2PS in total at a distorted geometry (wB97M-V/def2-TZVPD, the OMol25 dataset).

XYZ file:
```
9
Properties=species:S:1:pos:R:3:lowdin_charge:R:1
N 1.171 0.442 1.356 0.143
N 0.183 0.168 0.571 -0.213
F -0.489 -2.076 1.202 -0.393
F 0.776 1.662 -2.332 -0.048
P -1.361 -0.741 0.847 0.278
S -2.295 -1.177 -0.802 0.040
H 0.331 1.019 -2.784 0.063
H 1.383 -0.213 2.056 0.049
H 0.301 0.916 -0.114 0.081
```

## Properties
ΔE to the lowest compared entry with this formula, charge and spin: 245.2 kJ/mol
Kohn-Sham gap (spin up / spin down): 0.2354 / 0.2350 hartree
Largest force on an atom: 5.10 eV/Å
Net charge: 0

Ordered total energy results: -172.8274 -2721.8934 -3841.2544 -3671.5903 -1972.0840 -1050.5391; unit Ha.